1.
6 unconnected molecules or ions with the total composition C40H87F2N2O3. Source: the Open Molecules 2025 dataset; level of theory: ωB97M-V/def2-TZVPD.

Last column: Mulliken charge in e.
CARTESIAN COORDINATES (ANGSTROEM)
C: -1.161 -0.543 1.101  -0.782
C: 0.290 -1.302 0.804  0.260
C: 1.370 -0.108 0.449  -0.070
C: 2.307 -0.463 -0.889  0.296
O: 2.279 0.748 -1.724  0.197
C: 3.011 0.542 -3.005  -1.118
C: 3.292 2.099 -3.533  -0.324
C: 3.941 2.938 -2.252  -0.513
C: 2.935 4.068 -1.620  -0.604
N: 1.465 3.713 -1.660  -0.301
N: 2.176 -0.237 -3.995  0.592
C: 0.695 0.049 -3.876  0.033
O: 0.115 1.249 -3.804  -0.392
F: -0.211 -1.160 -3.893  -0.326
C: 2.682 -0.127 -5.415  0.468
O: 3.676 -0.931 -5.801  -0.528
F: 2.078 0.798 -6.405  -0.232
H: -1.032 0.576 1.443  0.427
H: -1.883 -0.546 0.176  0.291
H: -1.618 -1.113 2.045  -0.225
H: 0.672 -1.826 1.780  0.076
H: 0.251 -2.004 -0.141  0.106
H: 2.037 0.221 1.373  0.111
H: 0.715 0.845 0.157  -0.146
H: 1.871 -1.354 -1.523  0.139
H: 3.388 -0.783 -0.560  -0.339
H: 2.337 2.616 -3.972  0.093
H: 4.146 2.031 -4.350  0.374
H: 4.429 2.220 -1.438  0.239
H: 4.864 3.539 -2.713  0.314
H: 3.218 4.170 -0.465  0.229
H: 3.044 5.134 -2.139  0.288
H: 0.937 4.613 -1.484  0.239
H: 1.290 3.151 -0.780  0.028
C: -2.224 -2.584 -2.288  -0.683
C: -3.493 -3.214 -1.734  -0.699
C: -3.342 -3.707 -0.292  -0.227
C: -2.307 -4.817 -0.084  -0.345
C: -2.529 -6.084 -0.914  -0.591
C: -3.836 -6.792 -0.591  -1.218
H: -1.401 -3.303 -2.331  0.241
H: -2.399 -2.219 -3.305  0.445
H: -1.910 -1.735 -1.673  -0.013
H: -3.814 -4.030 -2.388  0.298
H: -4.294 -2.465 -1.763  0.371
H: -4.321 -4.049 0.064  0.375
H: -3.071 -2.857 0.347  -0.070
H: -2.299 -5.087 0.980  0.470
H: -1.305 -4.427 -0.301  0.052
H: -1.701 -6.777 -0.718  0.418
H: -2.489 -5.854 -1.984  0.250
H: -3.877 -7.070 0.466  0.281
H: -3.926 -7.706 -1.186  0.387
H: -4.702 -6.164 -0.817  0.288
C: -1.459 7.768 -5.261  -1.180
C: -2.728 7.138 -4.707  -0.352
C: -2.577 6.644 -3.265  -0.957
C: -1.541 5.534 -3.057  -0.571
C: -1.764 4.267 -3.888  0.331
C: -3.071 3.560 -3.564  -1.320
H: -0.636 7.049 -5.304  0.286
H: -1.633 8.133 -6.278  0.374
H: -1.145 8.617 -4.646  0.285
H: -3.049 6.321 -5.361  0.251
H: -3.529 7.887 -4.736  0.376
H: -3.556 6.302 -2.909  0.334
H: -2.306 7.494 -2.626  0.390
H: -1.534 5.265 -1.993  0.382
H: -0.540 5.924 -3.274  0.325
H: -0.936 3.574 -3.692  -0.199
H: -1.724 4.497 -4.957  0.259
H: -3.112 3.281 -2.507  0.270
H: -3.161 2.646 -4.159  0.384
H: -3.937 4.188 -3.790  0.369
C: 4.666 -2.843 -2.228  -1.029
C: 4.701 -3.824 -1.066  -0.321
C: 5.876 -3.589 -0.112  -0.678
C: 7.267 -3.762 -0.730  -0.770
C: 7.538 -5.131 -1.361  -0.376
C: 7.480 -6.275 -0.359  -1.191
H: 5.553 -2.934 -2.861  0.439
H: 3.790 -3.035 -2.855  0.323
H: 4.604 -1.812 -1.866  0.033
H: 4.718 -4.849 -1.450  0.346
H: 3.768 -3.724 -0.498  0.240
H: 5.771 -4.263 0.745  0.375
H: 5.803 -2.573 0.296  0.315
H: 8.017 -3.576 0.049  0.395
H: 7.428 -2.989 -1.490  0.325
H: 8.538 -5.114 -1.811  0.384
H: 6.836 -5.323 -2.179  0.242
H: 8.206 -6.124 0.446  0.284
H: 7.715 -7.221 -0.856  0.379
H: 6.486 -6.372 0.086  0.282
C: -0.051 -2.153 4.877  -0.823
C: -0.081 -0.796 5.562  -0.267
C: 0.975 0.175 5.027  -0.183
C: 2.430 -0.262 5.228  -0.689
C: 2.838 -0.529 6.679  -0.504
C: 2.742 0.703 7.566  -1.199
H: 0.900 -2.668 5.041  0.347
H: -0.846 -2.792 5.274  0.388
H: -0.207 -2.049 3.799  -0.141
H: 0.031 -0.927 6.643  0.316
H: -1.072 -0.350 5.409  0.158
H: 0.820 1.154 5.495  0.375
H: 0.805 0.326 3.953  -0.064
H: 3.084 0.515 4.812  0.427
H: 2.624 -1.165 4.637  0.292
H: 3.877 -0.883 6.687  0.395
H: 2.236 -1.338 7.105  0.225
H: 3.373 1.510 7.181  0.289
H: 3.078 0.463 8.580  0.381
H: 1.714 1.070 7.636  0.281
C: -7.763 2.538 2.348  -1.193
C: -7.030 2.043 3.586  -0.328
C: -5.697 2.759 3.826  -0.811
C: -4.646 2.574 2.726  -0.908
C: -4.266 1.123 2.421  0.089
C: -3.630 0.408 3.604  -1.201
H: -7.187 2.354 1.437  0.286
H: -8.720 2.018 2.246  0.370
H: -7.966 3.611 2.419  0.292
H: -6.877 0.961 3.516  0.239
H: -7.673 2.206 4.460  0.387
H: -5.286 2.421 4.784  0.302
H: -5.889 3.833 3.944  0.402
H: -3.743 3.125 3.016  0.375
H: -5.000 3.045 1.801  0.377
H: -3.552 1.119 1.588  -0.029
H: -5.141 0.560 2.078  0.333
H: -2.728 0.931 3.936  0.238
H: -3.347 -0.610 3.320  0.303
H: -4.319 0.337 4.451  0.512

frontier orbital gap	5.11	eV
highest occupied orbital energy	-2.83	eV
ΔE to the lowest compared entry with this formula, charge and spin	160.9	kcal per mole
net charge	-1
strongest force on any atom	9.2	eV/Å

2.
A molecular structure, C28H44BrMgN3P2. Source: the Open Molecules 2025 dataset; level of theory: ωB97M-V/def2-TZVPD.

Last column: Mulliken charge in e.
CARTESIAN COORDINATES (ANGSTROEM)
N: 8.204 -0.112 -3.055  -0.469
C: 7.977 0.821 -2.129  -0.402
C: 6.687 1.254 -1.792  -0.466
C: 5.570 0.647 -2.398  0.249
C: 5.847 -0.254 -3.465  -0.252
C: 7.164 -0.621 -3.726  -0.481
C: 4.203 0.740 -1.897  -1.103
Mg: 1.664 0.185 -1.163  -0.126
P: -2.427 -3.633 1.393  -0.275
C: 3.396 -0.426 -2.066  0.067
C: 3.447 -1.557 -1.096  -0.011
C: 3.124 -2.870 -1.516  -0.560
C: 2.799 -3.849 -0.584  -0.450
C: 2.954 -3.620 0.803  -0.256
C: 3.525 -2.371 1.198  -0.672
C: 3.819 -1.382 0.248  0.009
Br: 2.204 -4.820 2.009  -0.038
H: 3.909 1.625 -1.320  0.595
H: 3.065 -0.664 -3.087  0.864
H: 6.612 2.027 -1.024  0.421
H: 5.076 -0.725 -4.059  0.396
H: 8.883 1.212 -1.653  0.390
H: 7.406 -1.372 -4.482  0.375
H: 3.072 -3.095 -2.585  0.727
H: 4.337 -0.462 0.560  0.612
H: 2.373 -4.798 -0.938  0.480
H: 3.723 -2.192 2.268  0.442
P: -0.250 -0.218 -2.478  1.030
C: -1.152 -3.211 2.595  0.285
C: -1.050 -4.274 3.695  -1.322
H: -1.451 -2.246 3.031  0.383
H: -0.206 -3.130 2.045  -0.335
H: -0.277 -3.980 4.411  0.375
H: -1.989 -4.385 4.248  0.412
H: -0.773 -5.262 3.299  0.287
C: -1.741 -4.382 -0.103  1.109
C: -2.565 -5.589 -0.607  -1.369
H: -0.700 -4.678 0.139  0.231
H: -1.746 -3.576 -0.857  -0.715
H: -2.006 -6.118 -1.389  0.394
H: -2.785 -6.293 0.207  0.372
H: -3.526 -5.272 -1.032  0.359
C: -3.318 -2.113 1.022  -0.015
C: -4.509 -1.900 1.976  -1.369
H: -3.667 -2.177 -0.028  0.333
H: -2.559 -1.318 1.135  0.073
H: -5.117 -1.072 1.605  0.409
H: -5.152 -2.784 2.032  0.361
H: -4.185 -1.651 2.991  0.318
C: -1.741 0.768 -2.165  -0.196
C: -2.349 1.406 -3.417  -1.349
H: -1.517 1.537 -1.403  0.439
H: -2.454 0.051 -1.711  0.403
H: -1.805 2.307 -3.726  0.301
H: -2.401 0.706 -4.259  0.304
H: -3.375 1.711 -3.175  0.447
C: -0.891 -1.859 -2.802  0.083
C: -0.012 -2.788 -3.616  -1.354
H: -1.873 -1.721 -3.274  0.604
H: -1.070 -2.291 -1.808  -0.621
H: 0.169 -2.405 -4.625  0.429
H: 0.959 -2.957 -3.141  0.153
H: -0.500 -3.760 -3.714  0.452
C: 0.529 0.343 -4.019  -0.939
C: 1.209 1.709 -3.994  -0.911
H: -0.262 0.323 -4.775  0.679
H: 1.277 -0.418 -4.292  0.381
H: 1.970 1.759 -4.778  0.352
H: 0.482 2.518 -4.182  0.264
H: 1.723 1.945 -3.049  0.074
N: 1.051 3.012 1.568  -0.034
C: 0.129 3.476 0.633  -0.838
C: 0.422 2.852 -0.539  -0.492
N: 1.479 1.977 -0.297  0.156
C: 1.870 2.127 0.978  -0.393
H: 1.111 3.295 2.550  0.261
H: -0.671 4.156 0.851  0.414
H: -0.028 2.947 -1.521  0.827
H: 2.682 1.617 1.487  0.430

frontier orbital gap (alpha / beta)	2.83 / 2.84	eV
highest occupied orbital energy (alpha / beta)	-11.18 / -11.18	eV
ΔE to the lowest compared entry with this formula, charge and spin	44.3	kcal per mole
net charge	+2
strongest force on any atom	3.6	eV/Å

Number 1 is which compound? C40H87F2N2O3

Among the records above, which one has the lowest ΔE to the lowest compared entry with this formula, charge and spin? C28H44BrMgN3P2

Which of these has the highest ΔE to the lowest compared entry with this formula, charge and spin? C40H87F2N2O3